11
Properties=species:S:1:pos:R:3:forces:R:3:nbo_charge:R:1 method="wB97M-V/def2-TZVPD" smiles="O=c1cncncn1"
H -1.918739 1.131941 1.260868 0.8 -0.9 -0.9 0.196
N 0.757570 -1.245794 -0.445622 -1.7 -1.2 -0.8 -0.469
N -1.313361 -0.720780 0.565743 -0.6 0.0 -0.7 -0.479
C 0.741946 1.128871 -0.505271 0.6 0.6 -0.4 0.107
C -0.516572 -1.458462 -0.288494 1.5 -0.2 0.4 0.300
C -1.244378 0.557480 0.549099 -0.6 1.0 1.6 0.294
H 1.287695 1.877418 -1.138997 -0.3 -0.9 0.6 0.215
N -0.464323 1.413174 -0.209630 0.0 -0.3 -0.2 -0.441
O 2.281664 -0.167967 0.879703 -0.9 0.3 -1.2 -0.512
H -1.000133 -2.370171 -0.717778 0.6 0.9 0.2 0.205
C 1.388626 -0.145706 0.050374 0.5 0.6 1.4 0.584

***

11
Properties=species:S:1:pos:R:3:forces:R:3:nbo_charge:R:1 method="wB97M-V/def2-TZVPD" smiles="O=CN=C1N=CC=N1"
C 1.259136 1.089200 0.042532 -1.4 -4.9 -0.5 0.097
N 1.000102 -1.245930 0.088225 3.9 1.9 1.0 -0.384
C 1.875704 -0.285964 0.380665 -0.8 -3.8 1.0 -0.001
C -0.107855 -0.556921 -0.221463 -2.8 -1.4 -0.9 0.439
O -2.817219 0.400757 0.701404 2.1 -1.9 -2.8 -0.518
H 2.706094 -0.835439 0.978423 -0.5 2.3 -1.2 0.249
H 1.828122 1.914542 0.133260 1.2 3.2 0.0 0.203
C -2.217085 -0.147814 -0.231833 -2.0 -0.2 2.5 0.518
N 0.083831 0.887297 -0.453105 0.7 -0.3 1.3 -0.403
N -1.209907 -1.251715 -0.133146 -0.1 4.7 0.0 -0.327
H -2.400918 0.031985 -1.284966 -0.4 0.5 -0.4 0.127

***

11
Properties=species:S:1:pos:R:3:forces:R:3:nbo_charge:R:1 method="wB97M-V/def2-TZVPD" smiles="O=c1ncccnn1"
H -2.272796 -1.416958 -0.532856 2.4 -0.3 0.8 0.234
C 1.156811 -1.127377 -0.613238 2.3 -2.3 -0.4 0.005
H -0.197931 -2.857931 -0.841051 0.6 2.9 1.8 0.240
N 1.389293 0.186361 -0.825798 0.1 0.6 0.0 -0.129
C -0.311426 1.032491 0.552009 -0.3 -0.4 5.3 0.678
C -0.067858 -1.718414 -0.361322 4.5 -6.1 -3.5 -0.281
N 0.747346 1.167497 -0.438256 -1.0 1.2 0.2 -0.114
N -1.321820 0.188126 0.186286 0.2 -1.1 -1.2 -0.402
H 2.166042 -1.726056 -0.971400 -3.1 1.2 1.2 0.239
O -0.354868 1.575196 1.700405 1.0 -1.3 -4.8 -0.528
C -1.204212 -1.085786 -0.196375 -6.8 5.6 0.5 0.057

***

11
Properties=species:S:1:pos:R:3:forces:R:3:nbo_charge:R:1 method="wB97M-V/def2-TZVPD" smiles="O=Cc1ccnnn1"
C 0.343372 0.221232 -0.440486 -1.7 1.8 -1.1 0.059
O 1.287009 0.882961 -2.533404 0.3 -0.6 -0.8 -0.431
N -0.208962 1.450964 -0.407107 -1.2 -0.9 2.9 -0.171
H 1.390718 -1.070245 -1.648029 0.6 0.1 -1.8 0.099
C -0.855215 -0.459297 1.475383 0.3 -0.5 1.4 0.032
N -1.418016 0.728944 1.505522 0.3 1.7 -0.8 -0.219
N -1.078907 1.668244 0.620554 0.4 -0.3 -1.0 0.005
H -1.100202 -1.022919 2.415081 0.3 -0.1 -1.5 0.226
C 1.079624 0.000026 -1.771595 0.0 -0.7 3.3 0.421
C 0.035907 -0.776876 0.476849 -0.9 3.5 -0.4 -0.237
H 0.524673 -1.623033 0.307230 1.7 -4.0 0.0 0.216

***

Calculated calculated total energy, -393.67993, -393.62233, -393.57650, -393.61324 Ha (same order as the records).
Calculated gap between HOMO and LUMO, 9.46, 8.47, 7.91, 9.17 eV (same order as the records).